# 1
A 9-piece molecular cluster, H18O9 overall, computed with the ωB97M-V functional and the def2-TZVPD basis.

Element x y z (Å)
O  0.2944  -0.3437  -2.8953
H  -0.6509  -0.4339  -3.0662
H  0.6605  -1.2268  -3.0262
O  0.6720  3.0305  -1.2326
H  1.2851  2.8392  -0.5086
H  1.2049  2.9610  -2.0312
O  -0.4600  3.3507  1.6537
H  -0.6408  3.3657  2.5986
H  0.0637  2.5499  1.5067
O  2.5167  -1.1621  0.5143
H  2.0072  -1.6782  -0.1344
H  2.5056  -1.6931  1.3180
O  -3.6923  0.3222  0.6609
H  -2.7836  0.3082  0.3232
H  -3.6109  0.0884  1.5898
O  -0.8279  0.1301  -0.0667
H  -0.5723  1.0665  -0.0753
H  -0.1572  -0.2971  -0.6182
O  -1.9432  -2.5760  1.0476
H  -1.3384  -1.8255  0.9538
H  -1.9352  -3.0169  0.1958
O  1.8774  1.6096  1.0572
H  2.1951  1.7926  1.9475
H  1.8079  0.6365  0.9989
O  0.7471  -2.9579  -0.8926
H  0.9657  -3.8802  -0.7132
H  -0.1907  -2.9597  -1.1058

Results
SMILES = O.O.O.O.O.O.O.O.O
Calculated total energy = -687.9504 Eh
Gap between HOMO and LUMO = 10.1 eV
Energy above the lowest of the compared OMol25 structures with the same formula, charge and spin = 198.1 kJ/mol
Total charge = 0

---

# 2
One molecule with the formula C19H37N3, computed with the ωB97M-V functional and the def2-TZVPD basis.

Element x y z (Å)
C  3.8163  1.9569  5.2054
C  3.4857  0.9207  4.1704
C  2.9366  -0.3521  4.7427
C  3.6790  1.1511  2.8773
C  3.3796  0.2247  1.7392
C  1.9618  0.4733  1.1906
C  1.6424  -0.4710  0.0651
C  2.3893  -0.2311  -1.2187
C  0.7927  -1.4780  0.2372
C  0.4065  -2.4917  -0.7963
C  -0.9390  -2.1472  -1.4531
C  -2.1531  -2.4055  -0.5435
C  -2.5811  -3.8740  -0.6143
N  -3.3073  -1.5845  -0.8939
C  -3.5103  -0.3821  -0.1220
C  -2.4182  0.6999  -0.2333
N  -2.0663  1.0007  -1.6098
C  -0.8435  1.7823  -1.6916
C  -0.4278  1.9249  -3.1589
N  -1.4572  2.5491  -3.9688
C  -2.7049  1.8258  -3.8122
C  -3.1236  1.6738  -2.3449
H  4.2126  2.8601  4.7490
H  2.9256  2.2174  5.7771
H  4.5549  1.5679  5.9060
H  2.7091  -1.0849  3.9759
H  3.6521  -0.7866  5.4410
H  2.0226  -0.1413  5.2981
H  4.0594  2.1208  2.5799
H  3.4569  -0.8189  2.0469
H  4.1055  0.3912  0.9411
H  1.2458  0.3450  2.0049
H  1.8949  1.5083  0.8433
H  2.7817  0.7828  -1.2487
H  3.2291  -0.9215  -1.3042
H  1.7466  -0.3746  -2.0838
H  0.3027  -1.5844  1.1970
H  0.3373  -3.4753  -0.3259
H  1.1738  -2.5468  -1.5691
H  -1.0558  -2.7408  -2.3639
H  -0.9313  -1.0943  -1.7403
H  -1.8871  -2.1744  0.4929
H  -3.4067  -4.0527  0.0688
H  -2.9130  -4.1151  -1.6212
H  -1.7564  -4.5307  -0.3495
H  -3.2792  -1.3595  -1.8821
H  -3.5915  -0.6663  0.9320
H  -4.4766  0.0335  -0.4223
H  -2.7569  1.6011  0.3110
H  -1.5102  0.3351  0.2546
H  -0.0618  1.2676  -1.1299
H  -0.9805  2.7890  -1.2491
H  0.4889  2.5132  -3.2354
H  -0.2440  0.9310  -3.5764
H  -1.5871  3.5106  -3.6611
H  -3.4863  2.3428  -4.3731
H  -2.5608  0.8319  -4.2453
H  -4.0366  1.0797  -2.2901
H  -3.3354  2.6732  -1.9148

Results
SMILES = CC(C)=CCC/C(C)=C/CC[C@H](C)NCCN1CCNCC1
Calculated total energy = -910.3859 Eh
Gap between HOMO and LUMO = 9.2 eV
Energy above the lowest of the compared OMol25 structures with the same formula, charge and spin = 7.5 kJ/mol
Total charge = 0

---

Q: Which value of energy above the lowest of the compared OMol25 structures with the same formula, charge and spin does entry 1 give?
A: 198.1 kJ/mol